DFT (ωB97M-V with the def2-TZVPD basis set) results for a 2-piece molecular cluster, C4H14N2O overall at a distorted geometry.

```
21
Properties=species:S:1:pos:R:3:mulliken_charge:R:1
C -0.503 -1.292 -0.451 -1.191
N -0.182 0.077 -0.856 0.033
C 1.014 0.123 -1.684 -1.201
C -0.508 0.974 0.222 -0.460
C 0.037 2.406 -0.014 -0.598
N -0.169 2.826 -1.388 -0.584
H 0.084 -1.646 0.408 0.413
H -1.556 -1.405 -0.272 0.322
H -0.197 -1.927 -1.285 0.426
H 1.557 -0.816 -1.586 0.459
H 1.729 0.855 -1.314 0.435
H 0.821 0.401 -2.716 0.196
H -1.585 1.095 0.292 0.289
H -0.087 0.506 1.118 0.365
H -0.454 3.193 0.561 0.381
H 1.055 2.362 0.385 0.262
H 0.250 3.740 -1.530 0.228
H 0.220 2.265 -2.129 0.225
O -0.173 -4.470 3.802 -0.631
H -1.144 -4.481 3.711 0.317
H -0.210 -4.785 4.726 0.314
```

Calculated values
ΔE to the lowest compared entry with this formula, charge and spin, eV: 2.294
2S+1: 1
Kohn-Sham gap, Ha: 0.322
Structure (SMILES): CN(C)CCN.O


DFT (ωB97M-V with the def2-TZVPD basis set) results for a 5-piece molecular cluster, C35H62N5O4S5 overall at a distorted geometry.

```
111
Properties=species:S:1:pos:R:3:mulliken_charge:R:1
C 3.752 -3.798 3.555 -0.584
C 5.295 -3.163 3.488 -0.470
C 5.673 -2.655 1.940 0.488
C 5.700 -1.016 1.901 -0.632
N 5.751 -0.409 0.516 0.447
C 6.601 0.841 0.451 -1.013
C 6.475 1.628 -0.982 0.069
C 5.905 3.162 -0.886 -0.784
C 4.700 3.390 0.202 -0.286
C 3.342 4.107 -0.452 -0.038
N 3.341 5.621 -0.612 -0.265
C 2.153 6.269 0.108 0.006
N 1.991 7.610 0.424 -0.334
N 1.202 5.142 0.446 0.089
C -0.058 5.007 -0.384 -0.629
C -1.387 5.235 0.548 -0.521
C -2.276 3.823 0.635 -0.016
S -3.785 3.898 -0.511 -0.166
C -4.250 2.127 -1.037 0.044
S -4.678 1.840 -2.681 -0.067
N -4.247 1.070 0.045 0.169
C -5.305 0.009 -0.166 0.311
C -6.877 0.569 -0.269 -0.227
C -8.193 -0.388 -0.472 -0.523
C -7.943 -2.009 -0.569 -0.395
C -6.388 -2.592 -0.492 -0.501
C -5.054 -1.608 -0.277 -0.114
C -2.873 0.492 0.302 0.200
C -1.647 0.358 -0.779 -0.253
C -0.142 -0.255 -0.381 -0.458
C 0.129 -0.726 1.190 -0.414
C -1.075 -0.634 2.302 -0.387
C -2.539 -0.027 1.854 -0.497
C 2.061 3.884 0.596 -0.238
S 2.573 4.041 2.429 -0.238
C 6.103 -1.418 -0.556 -0.401
S 7.664 -1.909 -1.017 -0.131
S 4.664 -2.255 -1.491 0.044
C 4.562 -1.624 -3.253 -0.390
C 3.084 -2.090 -3.877 -0.021
C 3.325 -3.202 -5.103 -0.898
H 3.714 -4.830 4.129 0.244
H 2.994 -3.078 4.115 0.221
H 3.290 -3.992 2.493 0.044
H 6.002 -4.047 3.832 0.316
H 5.385 -2.290 4.265 0.276
H 6.755 -3.069 1.733 0.257
H 4.873 -3.157 1.248 -0.430
H 4.701 -0.619 2.411 0.159
H 6.605 -0.651 2.577 0.283
H 7.738 0.504 0.577 0.474
H 6.357 1.490 1.398 0.543
H 5.846 1.065 -1.801 -0.249
H 7.577 1.705 -1.419 0.278
H 5.456 3.428 -1.959 0.345
H 6.826 3.900 -0.750 0.314
H 5.109 4.184 0.990 0.326
H 4.319 2.420 0.735 0.114
H 3.229 3.676 -1.547 0.285
H 4.276 6.008 -0.356 0.345
H 1.324 7.876 1.193 0.295
H 2.544 8.376 -0.021 0.285
H -0.073 5.828 -1.238 0.315
H -0.021 3.967 -0.939 0.430
H -1.038 5.453 1.648 0.276
H -2.143 6.044 0.138 0.345
H -2.540 3.554 1.742 0.365
H -1.583 2.974 0.212 -0.265
H -7.070 1.734 -0.192 0.250
H -9.280 0.104 -0.511 0.389
H -8.897 -2.711 -0.693 0.285
H -6.295 -3.776 -0.603 0.254
H -3.978 -2.061 -0.196 0.302
H -1.784 0.711 -1.891 0.241
H 0.747 -0.332 -1.172 0.381
H 1.169 -1.132 1.548 0.399
H -0.971 -0.945 3.449 0.290
H -3.390 0.044 2.678 0.323
H 1.406 2.913 0.463 0.389
H 3.069 2.810 2.900 0.180
H 5.457 -2.112 -3.857 0.328
H 4.606 -0.453 -3.258 0.082
H 2.534 -1.135 -4.293 0.308
H 2.409 -2.639 -3.092 -0.012
H 2.954 -4.281 -4.754 0.148
H 2.691 -2.892 -6.037 0.271
H 4.452 -3.241 -5.449 0.301
C 0.616 -5.816 -2.962 -0.678
O 1.201 -4.576 -2.609 -0.356
H 0.715 -5.962 -4.040 0.233
H 1.131 -6.625 -2.438 0.284
H -0.443 -5.810 -2.693 0.281
H 1.098 -4.474 -1.648 0.244
C -10.656 0.634 2.572 -0.232
O -9.775 -0.394 2.984 -0.527
H -11.316 0.890 3.404 0.243
H -10.079 1.516 2.283 0.249
H -11.256 0.286 1.728 -0.026
H -9.202 -0.600 2.226 0.286
C -13.874 -0.376 0.323 -0.531
O -13.523 0.734 1.128 -0.497
H -13.107 -1.147 0.426 0.207
H -14.836 -0.776 0.651 0.269
H -13.935 -0.064 -0.723 0.264
H -14.221 1.401 1.016 0.292
C 4.589 -6.102 0.219 -0.667
O 4.142 -4.871 0.757 -0.340
H 4.827 -6.782 1.040 0.268
H 3.800 -6.540 -0.397 0.219
H 5.485 -5.933 -0.383 0.262
H 3.938 -4.288 0.005 -0.024
```

Calculated values
Total charge: +1
2S+1: 1
Kohn-Sham gap, Ha: 0.210


DFT (ωB97M-V with the def2-TZVPD basis set) results for C14H32N2O5Ti as an isolated structure.

```
54
Properties=species:S:1:pos:R:3:mulliken_charge:R:1
Ti 0.159 -0.532 0.276 0.478
C -2.270 -2.015 -0.816 -0.602
C -1.041 -2.625 -1.503 -0.616
O 0.175 -2.519 -0.740 -0.312
C 0.493 -3.531 0.229 -0.639
C -0.210 -3.319 1.555 -0.492
O -0.096 -1.940 1.982 -0.004
C 0.734 -1.600 3.116 -0.582
C 2.024 -0.945 2.662 -0.535
O 1.792 0.041 1.641 -0.247
C 1.540 1.406 2.023 -0.677
C 0.073 1.692 2.328 -0.647
O -0.730 1.153 1.253 -0.240
C -2.150 1.044 1.477 -0.569
C -2.828 -0.041 0.579 -0.587
O -1.871 -0.770 -0.211 0.026
H -2.683 -2.660 -0.038 0.377
H -3.042 -1.820 -1.563 0.461
H -0.827 -2.098 -2.432 0.298
H -1.240 -3.674 -1.732 0.437
H 1.573 -3.456 0.354 0.285
H 0.264 -4.519 -0.178 0.460
H 0.217 -3.980 2.310 0.537
H -1.277 -3.526 1.495 0.225
H 0.946 -2.493 3.705 0.538
H 0.131 -0.931 3.728 0.239
H 2.691 -1.674 2.203 0.301
H 2.547 -0.490 3.505 0.455
H 1.880 1.995 1.177 0.206
H 2.158 1.658 2.887 0.501
H -0.085 2.769 2.398 0.453
H -0.252 1.229 3.262 0.439
H -2.604 2.013 1.279 0.348
H -2.302 0.787 2.526 0.397
H -3.545 0.418 -0.099 0.370
H -3.346 -0.757 1.219 0.382
N 1.294 0.198 -1.497 0.127
C 2.251 1.335 -1.563 -0.923
C 1.547 2.687 -1.494 -0.143
C 0.796 3.158 -2.753 -0.914
C -0.673 2.772 -2.870 -0.612
N -0.864 1.343 -3.181 -0.645
H 1.690 -0.624 -1.943 0.326
H 0.484 0.432 -2.103 0.267
H 2.844 1.272 -2.477 0.472
H 2.951 1.234 -0.732 0.361
H 2.314 3.429 -1.264 0.443
H 0.858 2.698 -0.640 -0.084
H 1.336 2.831 -3.649 0.292
H 0.836 4.247 -2.781 0.394
H -1.145 3.410 -3.622 0.473
H -1.178 2.981 -1.922 0.264
H -0.486 1.160 -4.107 0.218
H -1.855 1.148 -3.262 0.219
```

Calculated values
Total charge: +2
2S+1: 3
Kohn-Sham gap (spin up / spin down), Ha: 0.303 / 0.384
<S²>: 2.00


DFT (ωB97M-V with the def2-TZVPD basis set) results for a 2-piece molecular cluster, C4H8O3 overall.

```
15
Properties=species:S:1:pos:R:3:mulliken_charge:R:1
C 0.402 -1.821 -0.713 -0.607
C 0.068 -0.609 -1.149 -0.249
C 0.882 0.622 -0.880 -0.312
O 0.046 1.705 -0.431 -0.291
C -0.078 1.848 0.889 0.217
O 0.480 1.181 1.727 -0.541
H -0.181 -2.700 -0.976 0.319
H 1.274 -1.978 -0.082 0.238
H -0.817 -0.465 -1.768 0.282
H 1.334 0.991 -1.805 0.272
H 1.663 0.431 -0.140 0.327
H -0.753 2.687 1.103 0.342
O -1.830 -0.552 1.463 -0.662
H -1.418 -1.099 0.783 0.325
H -1.072 -0.242 1.977 0.341
```

Calculated values
ΔE to the lowest compared entry with this formula, charge and spin, eV: 1.558
2S+1: 1
Kohn-Sham gap, Ha: 0.420
Structure (SMILES): C=CCOC=O.O


DFT (ωB97M-V with the def2-TZVPD basis set) results for a 2-piece molecular cluster, C3H10N4 overall at a distorted geometry.

```
17
Properties=species:S:1:pos:R:3:mulliken_charge:R:1
N 0.071 -1.366 0.164 -0.522
C -0.395 -1.836 -0.978 0.445
N -0.892 -3.101 -1.149 -0.423
N -0.446 -1.065 -2.153 -0.519
H 0.200 -2.143 0.776 0.137
H -0.875 -3.678 -0.313 0.191
H -1.452 -3.375 -1.980 0.204
H -1.293 -1.184 -2.680 0.232
H -0.278 -0.127 -1.821 0.271
C 1.176 2.906 0.384 -0.957
C 1.021 1.945 1.326 0.195
N -0.012 1.916 2.286 -0.573
H 0.670 3.830 0.472 0.293
H 1.944 2.773 -0.341 0.264
H 1.686 1.083 1.364 0.285
H -0.831 2.444 2.016 0.221
H -0.292 0.977 2.628 0.257
```

Calculated values
ΔE to the lowest compared entry with this formula, charge and spin, eV: 0.645
2S+1: 1
Kohn-Sham gap, Ha: 0.314
Structure (SMILES): N=C(N)N.C=CN


DFT (ωB97M-V with the def2-TZVPD basis set) results for C37H43N6OP3V as an isolated structure at a distorted geometry.

```
91
Properties=species:S:1:pos:R:3:mulliken_charge:R:1
V -1.715 1.076 0.682 -0.142
N -5.847 -0.086 -2.760 -0.371
C -4.699 0.029 -3.469 0.136
O -4.441 -0.595 -4.472 -0.561
C -3.638 0.954 -2.921 0.146
C -2.949 1.785 -3.800 -0.318
C -1.869 2.517 -3.348 -1.018
C -1.473 2.375 -2.033 -0.233
N -2.115 1.556 -1.182 0.320
C -3.188 0.861 -1.626 -0.327
H -6.570 -0.675 -3.146 0.271
H -6.123 0.614 -2.094 0.203
H -3.265 1.835 -4.835 0.528
H -1.320 3.176 -4.007 0.476
H -0.617 2.905 -1.640 0.496
H -3.662 0.174 -0.928 0.497
C 1.464 -0.793 -0.314 -1.182
P -0.206 -0.781 0.355 0.957
C -0.109 -1.131 2.133 0.717
C -1.317 -1.235 2.842 -0.673
C -1.323 -1.426 4.218 -1.008
C -0.118 -1.508 4.905 -0.607
C 1.082 -1.391 4.215 -0.717
C 1.091 -1.200 2.837 -0.946
C -1.161 -2.143 -0.398 0.370
C -1.651 -1.916 -1.689 0.002
C -2.455 -2.851 -2.324 -0.889
C -2.766 -4.041 -1.674 -0.932
C -2.253 -4.295 -0.407 -0.749
C -1.458 -3.352 0.233 -0.477
P 1.609 -0.856 -2.158 0.029
C 1.532 -2.656 -2.476 0.698
C 0.765 -3.090 -3.552 -0.271
C 0.726 -4.439 -3.895 -0.621
C 1.446 -5.362 -3.152 -0.498
C 2.225 -4.935 -2.077 -0.784
C 2.274 -3.589 -1.750 -0.604
C 3.419 -0.555 -2.317 0.962
C 3.935 -0.717 -3.605 -0.581
C 5.291 -0.574 -3.849 -0.692
C 6.159 -0.257 -2.809 -0.508
C 5.659 -0.073 -1.533 -0.728
C 4.294 -0.220 -1.287 -0.215
H 2.030 -1.600 0.157 0.844
H 1.902 0.163 -0.014 0.120
H -2.265 -1.237 2.315 0.592
H -2.260 -1.534 4.749 0.480
H -0.114 -1.671 5.976 0.425
H 2.022 -1.457 4.751 0.483
H 2.041 -1.110 2.323 0.288
H -1.367 -1.013 -2.226 0.853
H -2.824 -2.659 -3.325 0.646
H -3.393 -4.777 -2.161 0.461
H -2.465 -5.237 0.085 0.488
H -1.063 -3.576 1.215 0.528
H 0.201 -2.369 -4.136 0.425
H 0.137 -4.764 -4.744 0.457
H 1.415 -6.412 -3.414 0.433
H 2.809 -5.651 -1.512 0.451
H 2.935 -3.266 -0.950 0.409
H 3.272 -0.966 -4.427 0.388
H 5.672 -0.708 -4.853 0.408
H 7.219 -0.153 -2.999 0.392
H 6.328 0.182 -0.721 0.421
H 3.941 -0.061 -0.276 0.265
C 1.882 2.902 4.133 -0.954
N 2.103 3.448 2.791 0.143
C 1.598 4.826 2.757 -0.953
N 0.190 4.943 3.151 0.140
C 0.019 4.354 4.480 -0.985
N 0.481 2.964 4.561 0.157
C -0.355 2.061 3.789 -0.777
P -0.342 2.513 1.965 2.546
C 1.502 2.625 1.754 -1.091
C -0.695 4.325 2.166 -1.153
H 2.476 3.486 4.835 0.287
H 2.223 1.867 4.165 0.377
H 1.728 5.234 1.754 0.403
H 2.192 5.420 3.450 0.322
H -1.034 4.401 4.762 0.395
H 0.592 4.946 5.191 0.329
H -1.380 2.092 4.162 0.607
H 0.005 1.040 3.893 -0.101
H 1.729 3.046 0.773 0.529
H 1.916 1.615 1.787 0.291
H -1.736 4.461 2.472 0.546
H -0.567 4.819 1.201 0.405
N -3.608 2.168 1.272 -0.672
H -4.433 1.892 0.746 0.267
H -3.432 3.142 1.032 0.256
H -3.893 2.171 2.249 0.269
```

Calculated values
Total charge: +2
ΔE to the lowest compared entry with this formula, charge and spin, eV: 0.000
2S+1: 2
Kohn-Sham gap (spin up / spin down), Ha: 0.246 / 0.245
<S²>: 0.79